16
Properties=species:S:1:pos:R:3:forces:R:3 method="wB97M-V/def2-TZVPD" e_homo_ha=-0.274 homo_lumo_gap_ev=8.0 energy_ev=-9665.33335 smiles="[H]/N=N/N(C)CNN" largest_force_ev_per_a=3.25 e_lumo_ev=0.5
H 0.590489 2.939833 -0.417222 1.9 -0.3 0.6
N 0.422875 2.303205 0.373774 -2.4 -1.0 0.1
N 0.810267 1.147400 0.273526 -1.8 -0.1 0.5
N -0.181755 0.118566 1.002308 1.4 2.2 1.1
C -1.562065 0.522346 1.166107 0.1 0.8 -0.1
C 0.060763 -1.112555 0.339678 1.1 1.4 -2.7
N 0.269026 -0.727728 -1.123136 -0.5 -2.7 0.9
N 1.427627 -1.204486 -1.803375 -0.2 0.8 -0.4
H -2.161771 0.388549 0.257313 0.0 -0.1 0.0
H -1.627776 1.591194 1.427853 0.2 -0.4 0.0
H -2.012746 -0.039765 1.989019 0.1 0.0 -0.1
H 1.002219 -1.534549 0.709186 -0.1 -0.2 -0.2
H -0.765236 -1.830306 0.416156 0.1 0.3 0.4
H -0.237337 0.096651 -1.448035 0.8 -0.8 -0.2
H 2.213391 -0.556274 -1.719597 -0.1 0.0 0.4
H 1.752031 -2.102083 -1.443555 -0.7 0.3 -0.1

***

13
Properties=species:S:1:pos:R:3:forces:R:3 method="wB97M-V/def2-TZVPD" s2=2.061 e_homo_ha="-0.925 / -0.918" charge=+3 homo_lumo_gap_ev="7.7 / 6.7" spin_multiplicity=3 energy_ev=-11980.31663 largest_force_ev_per_a=13.68 e_lumo_ev="-17.5 / -18.3"
C 0.141205 0.422904 -0.715269 1.9 1.9 -1.6
O -0.171680 1.689240 -0.978712 -1.0 -2.3 -0.8
H 0.844378 0.089060 -1.491594 0.5 -0.5 0.0
H -1.102562 1.941484 -0.891764 -0.9 0.8 0.2
C -0.482855 -1.443150 -0.525079 -0.7 -1.3 -1.4
C -0.445032 -1.022956 0.838204 -1.0 1.0 3.8
C 0.458802 0.171214 0.727536 2.9 2.4 -1.1
O 1.547272 0.783918 1.060456 -3.7 -12.7 3.3
Au 1.752134 2.409619 0.647500 2.8 12.7 -1.9
H -0.064916 -2.420055 -0.779246 0.9 -0.1 -0.2
H -1.218962 -1.211329 -1.296838 -1.0 0.3 0.3
H -1.378772 -1.002143 1.407393 -0.4 -0.5 0.5
H 0.120989 -0.407811 1.997411 -0.2 -1.6 -1.2

***

109
Properties=species:S:1:pos:R:3:forces:R:3 method="wB97M-V/def2-TZVPD" e_homo_ha=-0.299 homo_lumo_gap_ev=3.6 energy_ev=-71588.53845 largest_force_ev_per_a=16.76 e_lumo_ev=-4.5
C 6.436000 33.509000 41.583000 -0.3 5.1 -7.8
C 6.167000 32.441000 40.529000 1.7 -2.6 -1.5
C 7.329000 31.376000 40.552000 -1.5 0.2 2.9
C 7.252000 30.461000 41.780000 1.6 0.5 0.1
C 5.913000 29.688000 41.919000 2.9 -0.5 0.6
C 4.625000 30.496000 41.766000 2.7 2.0 1.3
N 4.874000 31.718000 40.832000 -4.7 0.9 -2.3
O 3.838000 32.145000 40.275000 4.1 -1.4 2.0
C 4.322000 31.106000 43.151000 -1.5 -0.2 1.4
C 3.533000 29.671000 41.302000 -5.3 1.1 2.2
C 6.201000 32.948000 39.096000 0.8 -0.5 -0.1
H 7.502000 34.037000 41.239000 -3.2 -0.9 0.8
H 6.607000 33.161000 42.422000 2.0 -3.9 8.1
H 5.553000 34.195000 41.809000 1.3 -0.4 -1.1
H 8.202000 31.831000 40.151000 1.5 1.5 1.4
H 7.479000 30.674000 39.836000 -1.7 -2.3 -3.4
H 7.438000 30.997000 42.670000 -0.3 1.1 1.3
H 8.164000 29.806000 41.870000 -1.2 0.0 -0.7
H 6.141000 29.263000 43.000000 -1.6 0.2 -2.3
H 5.941000 28.947000 41.108000 -0.2 -0.3 0.6
H 4.193000 29.990000 43.556000 0.1 3.0 0.7
H 3.211000 31.658000 43.159000 3.2 -1.3 0.1
H 5.220000 31.761000 43.673000 -2.5 -1.9 -1.4
H 3.677000 29.205000 40.428000 0.7 -0.8 -4.1
H 2.442000 30.291000 41.289000 3.1 -2.0 0.1
H 3.437000 28.709000 41.856000 0.0 1.1 0.8
H 6.180000 32.320000 38.132000 -0.3 0.8 1.9
H 7.107000 33.509000 39.173000 1.6 -0.4 -0.7
H 5.693000 33.834000 39.131000 -2.8 2.0 -1.0
N 7.380000 33.398000 34.581000 1.7 3.8 0.3
O 7.058000 34.297000 33.715000 -0.8 -2.2 1.2
O 6.771000 33.297000 35.688000 -0.7 -0.6 -0.9
O 8.512000 32.898000 34.480000 -0.3 -1.4 -0.3
C 9.466000 28.764000 37.766000 -2.8 2.9 -0.8
C 8.751000 30.054000 37.208000 6.6 2.2 2.9
C 9.524000 31.419000 37.505000 -0.9 -5.1 1.9
C 10.676000 31.437000 38.475000 -1.7 -4.6 -1.9
C 11.196000 30.144000 39.010000 -0.3 -0.9 -1.1
C 10.580000 28.767000 38.614000 1.1 4.7 1.7
N 11.327000 32.686000 38.681000 1.2 4.0 1.2
O 10.598000 33.757000 38.448000 3.1 -4.0 1.0
O 12.534000 32.684000 39.123000 -4.3 0.2 -1.6
H 8.807000 27.911000 37.585000 0.9 -0.3 0.0
H 7.936000 30.204000 36.497000 0.2 -0.7 0.4
H 9.013000 32.302000 37.160000 0.4 0.4 -0.3
H 12.161000 30.008000 39.712000 -2.5 1.0 -1.7
H 11.088000 28.012000 39.289000 -1.2 0.2 -1.7
C 9.031000 33.925000 29.996000 6.4 0.6 -4.2
C 9.669000 34.536000 28.783000 1.4 0.2 1.7
C 11.209000 34.314000 28.495000 -7.7 -5.1 10.2
C 11.975000 33.465000 29.413000 -3.6 -1.3 3.1
C 11.273000 32.820000 30.616000 -4.6 5.8 -6.6
C 9.760000 33.118000 30.801000 5.1 -3.4 1.6
N 13.467000 33.206000 29.315000 0.8 1.4 -1.1
O 14.047000 32.388000 30.070000 -1.7 2.2 -2.2
O 14.012000 33.960000 28.439000 -0.9 -2.6 2.5
H 8.090000 34.044000 30.245000 -4.7 1.0 0.7
H 8.932000 35.370000 28.306000 2.5 -2.2 0.5
H 11.645000 34.707000 27.794000 4.3 4.4 -7.6
H 11.771000 32.234000 31.232000 2.2 -2.6 2.8
H 9.336000 32.481000 31.659000 0.3 1.6 -1.3
C 12.157000 32.891000 34.356000 3.6 2.8 -1.4
O 13.002000 33.837000 34.303000 -1.9 -2.5 0.4
N 12.406000 31.625000 34.066000 -1.6 -1.5 1.3
C 11.260000 30.676000 34.160000 2.1 -0.6 -2.4
C 13.655000 31.175000 33.610000 1.8 3.5 -0.5
H 11.124000 33.025000 34.406000 -2.1 0.9 0.9
H 10.750000 30.657000 33.165000 0.4 -0.4 0.7
H 10.578000 31.067000 34.851000 -1.0 0.1 1.3
H 11.697000 29.654000 34.371000 -1.0 1.1 0.0
H 13.891000 31.787000 32.731000 0.0 -0.8 -0.7
H 13.760000 30.165000 33.518000 -0.3 -2.7 -0.7
H 14.502000 31.498000 34.203000 -0.1 0.1 1.0
C 6.167000 38.259000 36.971000 1.1 0.7 0.4
O 6.603000 39.340000 37.295000 0.3 1.1 0.5
N 5.958000 37.909000 35.700000 -1.5 -2.0 -1.1
C 5.235000 36.598000 35.526000 -3.3 4.7 -4.4
C 6.264000 38.739000 34.486000 -4.7 -15.2 -5.3
H 6.052000 37.508000 37.807000 -0.5 -0.1 -1.1
H 4.224000 36.522000 36.035000 1.0 0.5 -0.9
H 5.824000 35.948000 35.898000 3.9 -5.1 2.5
H 5.214000 36.405000 34.367000 -0.4 0.2 2.4
H 7.159000 38.346000 33.876000 -1.6 0.1 0.9
H 6.469000 39.509000 34.793000 3.8 15.0 5.5
H 5.270000 38.770000 33.886000 2.0 0.0 0.7
C 3.798000 33.461000 31.985000 -2.1 -2.5 -0.3
O 3.273000 33.694000 30.904000 0.6 0.4 0.9
N 3.111000 32.723000 32.993000 2.4 0.8 1.6
C 3.877000 32.581000 34.312000 -1.4 -0.3 -1.0
C 1.799000 32.068000 32.792000 0.2 1.0 1.4
H 4.883000 33.546000 32.164000 -0.3 0.6 0.5
H 4.833000 32.106000 34.342000 1.2 0.1 -1.3
H 3.419000 31.864000 34.959000 -1.4 -0.2 0.4
H 3.977000 33.504000 34.849000 0.0 0.6 0.1
H 1.019000 32.090000 33.649000 1.4 1.0 -1.1
H 1.958000 31.017000 32.723000 0.2 -1.0 -0.8
H 1.453000 32.552000 31.894000 -0.7 -0.4 -0.3
C 8.667000 28.074000 32.133000 -1.7 -0.5 -0.2
O 9.757000 28.311000 32.541000 1.9 0.4 0.7
N 7.510000 28.546000 32.614000 1.3 0.9 1.4
C 6.262000 28.423000 31.981000 -1.5 -1.3 -2.0
C 7.647000 29.524000 33.624000 -0.7 6.5 -4.1
H 8.397000 27.394000 31.378000 0.4 -1.3 -1.9
H 5.838000 29.461000 31.927000 -0.4 -1.3 0.5
H 5.666000 27.556000 32.518000 0.4 2.1 -1.3
H 6.395000 28.187000 30.846000 -0.2 -0.1 2.0
H 6.665000 30.211000 33.675000 2.3 -1.3 -0.4
H 8.628000 30.230000 33.460000 -2.6 -1.4 -0.1
H 7.796000 29.293000 34.552000 0.7 -2.6 5.4